Computed, not measured: C35H53BN5P2Pt as an isolated structure in a non-equilibrium geometry, with ωB97M-V/def2-TZVPD.

Structure (XYZ):
```
97
C35H53BN5P2Pt (ωB97M-V/def2-TZVPD)
Pt -0.49 0.45 0.80
C -1.21 1.12 -2.86
C -1.34 2.47 -2.12
C -0.92 3.58 -3.08
C -2.80 2.71 -1.73
P -0.26 2.32 -0.58
C 1.44 2.05 -1.32
N 2.17 1.43 -0.23
B 1.45 0.75 0.80
N 2.37 0.49 1.85
C 1.94 -0.01 3.13
P 0.09 -0.30 2.99
C -0.07 -2.16 3.26
C 0.91 -2.83 2.28
C -1.50 -2.57 2.89
C 0.27 -2.67 4.66
C -0.59 0.58 4.52
C -0.61 2.08 4.20
C -2.03 0.12 4.82
C 0.22 0.38 5.81
C 3.59 1.08 1.52
C 4.78 1.16 2.22
C 5.85 1.84 1.64
C 5.73 2.40 0.38
C 4.54 2.32 -0.35
C 3.48 1.66 0.23
C -0.07 3.97 0.31
C 0.95 3.77 1.44
C -1.43 4.34 0.93
C 0.43 5.13 -0.55
H -2.12 0.96 -3.45
H -1.08 0.28 -2.18
H -0.37 1.13 -3.55
H -1.44 3.43 -4.03
H 0.15 3.57 -3.30
H -1.19 4.57 -2.72
H -3.41 2.68 -2.64
H -2.95 3.68 -1.27
H -3.18 1.96 -1.05
H 1.92 2.97 -1.66
H 1.35 1.39 -2.19
H 2.16 0.71 3.93
H 2.43 -0.95 3.40
H 0.85 -2.42 1.28
H 0.66 -3.89 2.23
H 1.94 -2.76 2.62
H -1.77 -2.21 1.90
H -2.24 -2.19 3.60
H -1.57 -3.66 2.89
H 1.23 -2.31 5.01
H 0.32 -3.76 4.63
H -0.49 -2.40 5.39
H -1.19 2.30 3.31
H 0.40 2.47 4.06
H -1.04 2.61 5.05
H -2.68 0.15 3.96
H -2.45 0.79 5.58
H -2.06 -0.89 5.23
H 1.26 0.67 5.71
H 0.18 -0.64 6.18
H -0.22 1.02 6.58
H 4.87 0.71 3.20
H 6.78 1.92 2.18
H 6.58 2.92 -0.05
H 4.46 2.75 -1.34
H 0.77 2.86 2.00
H 0.87 4.62 2.13
H 1.97 3.75 1.06
H -1.89 3.49 1.45
H -2.13 4.71 0.19
H -1.28 5.13 1.66
H 1.39 4.93 -1.01
H 0.58 5.99 0.12
H -0.27 5.44 -1.32
N -8.13 -0.21 0.37
C -6.99 -0.13 0.43
C -5.55 -0.02 0.52
C -4.74 -0.53 -0.49
C -3.37 -0.39 -0.37
N -2.79 0.18 0.69
C -3.58 0.68 1.64
C -4.96 0.60 1.61
H -5.17 -1.00 -1.37
H -2.71 -0.74 -1.15
H -3.08 1.18 2.46
H -5.55 1.02 2.40
C 0.68 -4.03 -1.73
C -0.56 -3.94 -1.14
C -0.98 -2.72 -0.65
N -0.25 -1.60 -0.72
C 0.95 -1.69 -1.31
C 1.45 -2.88 -1.83
H 1.05 -4.97 -2.12
H -1.20 -4.81 -1.04
H -1.94 -2.64 -0.16
H 1.53 -0.78 -1.37
H 2.43 -2.89 -2.28
```

Computed properties:
Total charge: +1
Energy above the lowest of the compared OMol25 structures with the same formula, charge and spin: 5.9 kcal per mole
Highest occupied orbital energy: -10.1 eV
Energy: -2466.0995 Ha
E_LUMO: -3.11 eV

Löwdin population analysis, charges in e, atoms 1 to 8:
1 Pt 0.8368
2 C -0.1006
3 C -0.6606
4 C -0.0784
5 C -0.0769
6 P 1.0251
7 C -0.2317
8 N -0.0267

***

Computed, not measured: a 3-piece molecular cluster, C35H53Cl3N2O9P2 overall in a non-equilibrium geometry, with ωB97M-V/def2-TZVPD.

Structure (XYZ):
```
104
C35H53Cl3N2O9P2 (ωB97M-V/def2-TZVPD)
C 0.02 -2.84 -5.28
C -1.10 -2.79 -4.17
C -1.37 -1.36 -3.54
Cl -0.11 -0.16 -4.18
C -1.18 -1.32 -1.98
C 0.20 -1.60 -1.52
C 0.50 -1.55 -0.09
C -0.59 -1.22 0.82
C -1.98 -0.97 0.40
C -2.28 -1.02 -1.04
C -3.74 -0.73 -1.52
O -4.61 -1.76 -0.99
C -4.07 -3.04 -1.23
C -3.50 -3.93 -0.06
O -4.00 -3.43 -2.37
C -3.05 -0.67 1.51
O -3.96 0.10 1.37
C -2.82 -1.54 2.81
C -3.98 -2.08 3.53
Cl -5.68 -1.80 3.04
C -3.68 -2.88 4.72
C -2.30 -3.17 5.15
P -2.29 -4.23 6.72
O -2.03 -5.86 6.27
Cl -0.70 -3.63 7.98
C -1.10 -2.65 4.42
P 0.62 -3.05 4.95
C 0.61 -4.96 5.08
C 1.95 -2.73 3.68
C 3.30 -3.55 3.93
C -1.43 -1.79 3.25
C -0.37 -1.08 2.38
O 0.51 -0.35 2.75
H 0.07 -3.88 -5.71
H -0.28 -2.16 -6.12
H 1.05 -2.60 -4.89
H -2.06 -3.10 -4.68
H -0.90 -3.57 -3.38
H -2.35 -0.95 -3.87
H 1.02 -1.84 -2.24
H 1.50 -1.72 0.36
H -3.84 -0.74 -2.63
H -4.08 0.25 -1.12
H -4.10 -4.86 0.09
H -2.44 -4.15 -0.35
H -3.46 -3.28 0.85
H -4.57 -3.28 5.27
H -2.92 -6.24 6.37
H 0.69 -5.30 6.14
H 1.45 -5.43 4.51
H -0.34 -5.33 4.59
H 2.25 -1.65 3.79
H 1.56 -2.92 2.65
H 4.17 -2.87 3.70
H 3.36 -4.02 4.94
H 3.33 -4.33 3.12
C -1.20 4.85 5.69
O -1.81 3.62 5.32
C -3.19 3.75 5.01
C -3.44 3.50 3.53
N -2.91 4.60 2.72
C -2.89 4.31 1.28
C -1.98 3.18 0.80
O -0.59 3.44 0.96
C -0.06 3.11 2.23
H -0.19 4.63 6.04
H -1.13 5.52 4.83
H -1.76 5.34 6.49
H -3.60 4.71 5.33
H -3.71 2.97 5.58
H -4.51 3.41 3.35
H -2.96 2.55 3.27
H -1.96 4.79 3.01
H -2.57 5.23 0.79
H -3.91 4.12 0.95
H -2.14 3.07 -0.27
H -2.25 2.21 1.24
H -0.58 2.26 2.69
H -0.10 3.98 2.89
H 0.99 2.85 2.10
C 3.36 0.10 -6.72
O 2.89 1.33 -6.21
C 2.90 1.40 -4.79
C 3.94 2.40 -4.31
N 5.30 1.91 -4.55
C 6.33 2.92 -4.33
C 6.34 4.14 -5.27
O 6.65 3.83 -6.62
C 5.54 3.42 -7.41
H 3.18 0.09 -7.80
H 4.44 -0.01 -6.56
H 2.83 -0.75 -6.27
H 3.05 0.41 -4.33
H 1.91 1.75 -4.48
H 3.80 2.58 -3.24
H 3.76 3.34 -4.84
H 5.36 1.59 -5.50
H 7.29 2.41 -4.45
H 6.28 3.27 -3.30
H 7.13 4.81 -4.93
H 5.41 4.72 -5.21
H 4.61 3.90 -7.10
H 5.44 2.33 -7.39
H 5.74 3.71 -8.44
```

Computed properties:
SMILES string: CC[C@H](Cl)c1ccc2c(c1COC(C)=O)C(=O)c1c(Cl)cc(P(O)Cl)c(P(C)CC)c1C2=O.COCCNCCOC.COCCNCCOC
Highest occupied orbital energy: -8.2 eV
Energy: -4215.2000 Ha
E_LUMO: -1.32 eV

Löwdin population analysis, charges in e, atoms 1 to 8:
1 C -0.1699
2 C -0.2472
3 C -0.5256
4 Cl 0.6413
5 C -0.1580
6 C -0.0167
7 C 0.0144
8 C -0.0459

***

Computed, not measured: C35H53F4Ge3N2O4SSiW as an isolated structure in a non-equilibrium geometry, with ωB97M-V/def2-TZVPD.

Structure (XYZ):
```
104
C35H53F4Ge3N2O4SSiW (ωB97M-V/def2-TZVPD)
W -0.85 -0.44 0.05
C -0.23 -1.53 2.93
Si -0.92 0.25 3.14
C -2.12 0.30 4.59
C 0.59 1.37 3.54
N -1.59 0.65 1.54
C -2.34 1.86 1.46
C -2.15 2.88 2.46
C -3.21 3.54 3.06
C -4.48 3.34 2.61
C -4.65 2.52 1.47
C -3.58 2.00 0.79
F -3.74 1.87 -0.54
H 0.77 -1.62 3.36
H 0.01 -1.67 1.83
H -0.87 -2.39 3.17
H -1.61 -0.31 5.38
H -3.09 -0.18 4.36
H -2.27 1.30 5.00
H 1.54 0.96 3.81
H 0.23 1.92 4.44
H 0.76 2.17 2.80
H -1.13 3.15 2.75
H -3.01 4.15 3.96
H -5.34 3.78 3.04
H -5.65 2.47 0.98
C 4.29 1.69 0.06
C 3.14 0.76 0.52
Ge 2.33 -0.15 -0.97
C 3.83 0.32 -3.17
C 4.38 1.74 -3.52
C 2.78 -2.05 -1.37
C 2.14 -3.18 -0.97
Ge 0.20 -2.87 -0.78
C -0.09 -4.65 0.01
C 0.66 -4.89 1.30
C -0.26 -2.95 -2.69
C -0.92 -4.27 -3.16
C 3.03 -4.40 -0.73
C 4.35 -4.12 -0.25
C 5.23 -5.14 0.10
C 4.90 -6.45 -0.14
C 3.72 -6.70 -0.82
C 2.73 -5.70 -1.06
H 5.18 1.16 -0.28
H 4.53 2.41 0.88
H 3.95 2.30 -0.82
H 2.40 1.32 1.10
H 3.50 -0.02 1.17
H 3.66 -0.20 -4.16
H 4.55 -0.34 -2.60
H 3.54 2.30 -3.98
H 5.16 1.65 -4.30
H 4.82 2.22 -2.64
H 3.82 -2.08 -1.70
H 0.18 -5.43 -0.70
H -1.16 -4.72 0.18
H 1.05 -5.93 1.37
H -0.04 -4.72 2.14
H 1.49 -4.19 1.48
H 0.67 -2.69 -3.26
H -0.86 -2.07 -2.94
H -0.15 -5.09 -3.23
H -1.30 -4.17 -4.19
H -1.73 -4.61 -2.49
H 4.60 -3.06 -0.07
H 6.21 -4.86 0.53
H 5.46 -7.27 0.28
H 3.42 -7.71 -1.11
H 1.87 -6.02 -1.60
O 2.61 0.55 -2.55
S -3.37 3.42 -5.13
O 0.60 -0.13 -1.40
O -3.48 4.52 -6.16
O -1.98 2.64 -5.00
F -1.15 8.78 -0.25
C 0.12 8.37 -0.63
F 0.92 9.50 -0.47
F 0.04 8.13 -1.99
C 0.61 7.14 0.18
C 0.24 6.97 1.57
C 0.71 5.86 2.21
N 1.46 4.92 1.61
C 1.75 5.04 0.34
C 1.44 6.16 -0.40
H -0.50 7.59 2.08
H 0.47 5.72 3.27
H 2.34 4.25 -0.10
H 1.82 6.19 -1.41
C -5.46 -0.46 -1.73
Ge -4.14 -1.37 -0.63
C -4.26 -3.23 -1.04
C -4.49 -1.34 1.34
C -2.36 -0.66 -1.07
H -6.23 -0.03 -1.06
H -5.93 -1.25 -2.36
H -5.06 0.36 -2.36
H -5.29 -3.59 -0.82
H -3.55 -3.82 -0.42
H -4.09 -3.40 -2.12
H -5.56 -1.69 1.49
H -4.33 -0.42 1.90
H -3.79 -2.05 1.81
H -2.46 -0.19 -2.09
```

Computed properties:
Total charge: -1
⟨S²⟩: 2.03
Energy above the lowest of the compared OMol25 structures with the same formula, charge and spin: 0.0 kcal per mole
Highest occupied orbital energy (spin up / spin down): -3.0 / -4.4 eV
Energy: -9160.7640 Ha
E_LUMO (spin up / spin down): -0.19 / -0.19 eV
Spin multiplicity: 3

Löwdin population analysis, charges in e, atoms 1 to 8:
1 W 1.1013
2 C -0.2070
3 Si 0.4301
4 C -0.1732
5 C -0.1790
6 N -0.2719
7 C -0.2495
8 C -0.0822

***

Among the records above, which one has the lowest energy? C35H53F4Ge3N2O4SSiW